ORCA calculation (ωB97M-V/def2-TZVPD) on the molecule C3H6N4O.

Cartesian coordinates (Å):
H (0.6336, 1.2521, 2.1921)
H (-1.3828, 0.7033, -2.0172)
H (-0.9357, -0.6650, 2.3550)
H (-1.1767, -1.9459, 0.4315)
C (0.4520, -0.4710, 0.7929)
O (0.5062, 0.4012, 2.8697)
N (0.4708, -0.0521, -1.9401)
N (-0.4572, -1.1669, -1.4279)
H (1.1706, 0.8114, -0.5279)
N (1.1998, 0.6664, 0.5636)
N (0.0886, -0.5670, 2.1262)
C (-0.3279, -1.3878, -0.1757)
C (-0.3740, 0.7870, -2.3324)
H (0.1326, 1.6342, -2.9099)

The value obtained for the lowest unoccupied orbital energy is -0.007 Ha. The value obtained for the energy relative to the best compared isomer or geometry (same formula, charge and spin) is 6.506 eV. Its electronic energy is -411.969845 a.u. As for the HOMO energy: -9.1382 eV. For the gap between HOMO and LUMO, the calculation gives 8.9 eV.

Want to see where the charge sits? The natural (NBO) charges in e are: 0.475, 0.189, 0.362, 0.208, 0.303, -0.540, -0.274, -0.247, 0.384, -0.749, -0.268, 0.033, -0.074, 0.199